DFT (the ωB97M-V functional and the def2-TZVPD basis) results for 3 unconnected molecules or ions with the total composition C2H11N2O3 in a non-equilibrium geometry.

ORCA input file:
```
! wB97M-V def2-TZVPD RIJCOSX def2/J DEFGRID3
* xyz 1 1
N -0.8955 0.5003 -0.4532
C 0.5737 0.2559 -0.6180
C 0.8942 -1.0710 -1.3059
N 2.1865 -1.3985 -1.4357
O -0.0133 -1.8013 -1.6494
H -1.4004 -0.2696 0.0142
H -0.9698 1.4600 -0.1000
H -1.2978 0.5520 -1.3936
H 1.0269 0.3010 0.3754
H 0.8825 1.0531 -1.2910
H 3.0925 -1.0460 -1.1841
H 2.1929 -2.3733 -1.7375
H -2.0441 -2.2412 2.2015
H -3.0544 -1.1356 1.9490
O -2.1554 -1.4295 1.7046
H 1.0111 3.0727 1.3128
H -0.2381 3.0173 2.1664
O 0.2084 2.5536 1.4443
*
```

energy above the lowest of the compared OMol25 structures with the same formula, charge and spin = 49.94 kJ/mol


DFT (the ωB97M-V functional and the def2-TZVPD basis) results for C7H8O3 in the gas phase in a non-equilibrium geometry.

ORCA input file:
```
! wB97M-V def2-TZVPD RIJCOSX def2/J DEFGRID3
* xyz 0 1
C 2.7427 0.5303 1.0419
C 1.6683 -0.1113 0.4062
C 2.1159 1.4254 1.9078
C 0.5216 0.4202 0.8016
C -1.9234 -0.9476 -1.7806
C -1.2393 -0.9878 -0.7061
C -0.8826 0.3059 0.3128
O 0.8004 1.4342 1.6604
O -1.9234 0.3539 1.2217
O -0.9827 1.4781 -0.5279
H 3.7590 0.1550 0.9639
H 1.8174 -0.9049 -0.3346
H 2.6406 2.1403 2.5419
H -2.4898 -1.7388 -2.1940
H -2.1721 0.0560 -2.3300
H -1.0215 -1.9303 -0.2547
H -1.7179 1.0533 1.9945
H -1.7619 1.2257 -1.0692
*
```

energy above the lowest of the compared OMol25 structures with the same formula, charge and spin = 298.27 kJ/mol
SMILES string = C=CC(O)(O)c1ccco1


DFT (the ωB97M-V functional and the def2-TZVPD basis) results for a gas-phase ion, C12H16ClF8N3O5PS (charge +1) in a non-equilibrium geometry.

ORCA input file:
```
! wB97M-V def2-TZVPD RIJCOSX def2/J DEFGRID3
* xyz 1 1
C 0.8028 -3.8512 3.4258
C 2.3681 -3.9605 3.2474
O 2.8743 -2.6650 2.8810
C 2.6226 -2.3444 1.5189
C 1.4554 -1.3319 1.3235
O 1.7785 0.0239 1.8518
C 1.3386 0.8814 0.9019
N 2.1143 1.5067 0.0402
N 1.1955 2.2127 -0.7056
S 1.8911 3.1362 -2.0049
O 3.2829 3.3427 -1.6992
O 1.8200 2.3106 -3.1910
C 1.1013 4.8121 -2.2344
F 0.5064 5.3068 -1.1331
F 0.2823 4.7743 -3.3033
F 2.1026 5.6566 -2.5524
C -0.0782 2.0180 -0.3099
C -1.3348 2.6234 -0.9588
C -2.1164 1.6496 -1.9412
C -1.6379 0.1540 -1.9268
C -2.7351 -0.8520 -2.4555
F -4.0059 -0.4888 -2.0911
F -2.6507 -1.0625 -3.8049
C -2.4565 -2.2612 -1.7853
F -3.3198 -3.2091 -2.2459
F -1.1937 -2.6928 -2.0792
F -2.6135 -2.2388 -0.4309
N -0.0554 1.1619 0.7772
P -1.3267 0.4920 1.8425
O -1.3044 1.5658 3.1157
Cl -3.2133 0.6953 0.9967
H 0.5743 -2.7959 3.7318
H 0.3516 -3.9591 2.3991
H 0.3678 -4.5834 4.1398
H 2.6469 -4.7728 2.5343
H 2.8002 -4.1857 4.2516
H 2.3025 -3.3023 1.0155
H 3.5187 -1.9875 0.9571
H 0.4819 -1.6831 1.7488
H 1.2702 -1.2279 0.2162
H -2.0188 2.9959 -0.1523
H -1.0322 3.5161 -1.5540
H -3.2025 1.7505 -1.6823
H -2.0088 2.0184 -2.9903
H -0.7987 0.0773 -2.6706
H -1.3387 -0.2408 -0.9317
H -1.4090 1.0143 3.9180
*
```

SMILES string = CCOCCOc1nn(S(=O)(=O)C(F)(F)F)c(CCCC(F)(F)C(F)(F)F)[n+]1P(O)Cl
E = -81788.2721 eV


DFT (the ωB97M-V functional and the def2-TZVPD basis) results for a molecular structure, BrTi.

ORCA input file:
```
! wB97M-V def2-TZVPD RIJCOSX def2/J DEFGRID3
* xyz 1 5
Ti -0.2231 0.1392 -1.3355
Br 0.2231 -0.1392 1.3355
*
```

energy above the lowest of the compared OMol25 structures with the same formula, charge and spin = 0.00 kJ/mol